1.
The following is a DFT calculation (the ωB97M-V functional and the def2-TZVPD basis) of a structure of composition C43H62BrFN4NaO2PSSi.

Results
Calculated total energy ... -5910.51561 hartree
Total charge ... -2
Energy above the lowest of the compared OMol25 structures with the same formula, charge and spin ... 27.1 kcal per mole
LUMO (spin up / spin down) ... 3.62 / 3.62 eV
Orbital gap (spin up / spin down) ... 4.628 / 3.932 eV
HOMO energy (spin up / spin down) ... -1.008 / -0.311 eV

Atoms and positions in Å:
1 Na -0.4154 -1.6428 1.7086
2 C 0.4290 -4.9221 -1.5344
3 C -0.1774 -3.8703 -0.6425
4 N 0.5388 -3.1189 0.2075
5 N 1.7615 -3.7310 0.5340
6 C 2.9331 -3.1208 0.6234
7 N 3.8665 -3.8536 1.3460
8 S 3.3598 -1.6877 -0.1530
9 C -1.5638 -3.5904 -0.7570
10 C -2.3911 -4.2428 -1.7213
11 C -3.7272 -3.9555 -1.7843
12 C -4.2790 -3.0135 -0.9071
13 C -3.4192 -2.4165 0.0132
14 N -2.1271 -2.6774 0.1241
15 H 1.5148 -4.8978 -1.4669
16 H 0.1490 -4.7332 -2.5742
17 H 0.0933 -5.9326 -1.2839
18 H 1.6502 -4.5320 1.1541
19 H 3.5075 -4.3239 2.1746
20 H 4.6945 -3.3038 1.5291
21 H -1.9658 -4.9799 -2.3880
22 H -4.3540 -4.4631 -2.5105
23 H -5.3303 -2.7624 -0.9244
24 H -3.8017 -1.6884 0.7217
25 C -1.6929 2.2336 3.7170
26 Si -2.3036 0.6277 2.8112
27 C -3.2081 -0.2120 4.3130
28 C -3.8949 1.4028 1.9913
29 H -2.5364 2.7441 4.2044
30 H -1.2121 2.9475 3.0417
31 H -0.9661 1.9810 4.4976
32 H -3.8753 0.5021 4.8192
33 H -2.5035 -0.6023 5.0525
34 H -3.8141 -1.0559 3.9703
35 H -4.5443 1.7936 2.7879
36 H -4.4774 0.6820 1.4099
37 H -3.6551 2.2348 1.3206
38 Br 6.4465 -0.7814 7.2115
39 C 5.0513 -1.4963 6.1173
40 C 4.8225 -2.8634 6.1306
41 C 3.8131 -3.3758 5.3238
42 C 3.0367 -2.5383 4.5333
43 C 3.2936 -1.1740 4.5398
44 C 4.3055 -0.6378 5.3277
45 C 1.9678 -3.1370 3.6236
46 O 2.0565 -4.3764 3.4442
47 O 1.1780 -2.3575 3.0745
48 H 5.4255 -3.5114 6.7519
49 H 3.6127 -4.4367 5.2907
50 H 2.7009 -0.5362 3.8948
51 H 4.5075 0.4246 5.3220
52 F 4.2196 5.8795 2.1059
53 C 3.5741 4.6713 2.1113
54 C 2.6367 4.4135 3.0985
55 C 1.9846 3.1954 3.1022
56 C 2.2460 2.2151 2.1152
57 C 1.5715 0.9865 2.0753
58 C 3.2199 2.5303 1.1337
59 C 3.8807 3.7424 1.1307
60 H 2.4255 5.1705 3.8425
61 H 1.2307 2.9834 3.8498
62 H 1.7342 0.3141 1.2425
63 H 0.8626 0.6772 2.8367
64 H 3.4448 1.7830 0.3818
65 H 4.6249 3.9822 0.3823
66 C -4.6477 0.7012 -3.4624
67 C -3.7098 -0.3695 -4.0435
68 C -2.4428 -0.5549 -3.1889
69 C -2.0378 0.7479 -2.4969
70 C -3.1578 1.1666 -1.5004
71 C -4.5490 0.6896 -1.9419
72 P -0.4587 0.4940 -1.5618
73 C 0.7944 0.0364 -2.8880
74 C 0.6665 0.6720 -4.2930
75 C 1.2711 -0.2190 -5.3882
76 C 2.5493 -0.8738 -4.8748
77 C 2.2138 -1.8822 -3.7586
78 C 0.9370 -1.4930 -2.9981
79 C 0.0799 2.2442 -1.1867
80 C -0.0105 3.3139 -2.3111
81 C -1.0340 4.4031 -1.9937
82 C -0.6773 5.1565 -0.7064
83 C -0.1262 4.2026 0.3746
84 C -0.5713 2.7655 0.1116
85 H -5.6747 0.5254 -3.7961
86 H -4.3627 1.6919 -3.8332
87 H -3.4345 -0.1039 -5.0691
88 H -4.2413 -1.3244 -4.0952
89 H -1.6336 -0.9291 -3.8184
90 H -2.6102 -1.3141 -2.4249
91 H -1.9181 1.5282 -3.2567
92 H -3.1739 2.2538 -1.4129
93 H -2.9397 0.7793 -0.5016
94 H -5.3171 1.3154 -1.4820
95 H -4.7160 -0.3289 -1.5927
96 H 1.7302 0.3776 -2.4297
97 H 1.1877 1.6319 -4.3021
98 H -0.3777 0.8820 -4.5408
99 H 1.4582 0.3733 -6.2889
100 H 0.5594 -1.0018 -5.6695
101 H 3.2065 -0.0907 -4.4836
102 H 3.0956 -1.3626 -5.6859
103 H 3.0418 -1.9459 -3.0467
104 H 2.0848 -2.8781 -4.1902
105 H 0.9644 -1.9093 -1.9918
106 H 0.0614 -1.9222 -3.4935
107 H 1.1401 2.0930 -0.9511
108 H -0.2584 2.8612 -3.2692
109 H 0.9700 3.7870 -2.4403
110 H -2.0172 3.9398 -1.8851
111 H -1.1142 5.1023 -2.8313
112 H -1.5658 5.6752 -0.3364
113 H 0.0651 5.9288 -0.9298
114 H -0.4434 4.5271 1.3671
115 H 0.9697 4.2317 0.3765
116 H -1.6574 2.7281 0.0543
117 H -0.3042 2.1117 0.9400

---

2.
The following is a DFT calculation (the ωB97M-V functional and the def2-TZVPD basis) of a structure of composition C43H63AlF3O25S in a non-equilibrium geometry.

Results
Calculated total energy ... -4497.15090 hartree
Total charge ... +1
LUMO ... -6.84 eV
Orbital gap ... 3.769 eV
HOMO energy ... -10.613 eV

Atoms and positions in Å:
1 Al -28.8922 -20.5114 -11.7953
2 C -28.0016 -25.2874 -10.5706
3 C -28.1167 -23.7984 -10.9581
4 O -28.4113 -23.5112 -12.1416
5 O -27.8604 -22.8573 -10.1882
6 H -27.0459 -25.4784 -10.0824
7 H -28.2529 -25.8684 -11.4578
8 H -28.6758 -25.4921 -9.7390
9 C -29.6624 -16.8754 -15.8351
10 F -28.9880 -17.7509 -16.5128
11 F -28.8012 -16.1270 -15.0457
12 F -30.2883 -16.1421 -16.7228
13 S -30.8775 -17.7025 -14.5995
14 O -32.0692 -18.1357 -15.3541
15 O -30.1063 -18.8099 -13.9844
16 O -31.3313 -16.6433 -13.6972
17 O -31.7475 -19.2936 -10.8369
18 C -32.7961 -19.4710 -11.5135
19 O -32.6412 -20.1697 -12.6550
20 C -33.8937 -20.1827 -13.3903
21 C -34.9208 -19.6647 -12.3356
22 C -34.1742 -18.7944 -11.3559
23 H -34.1200 -21.1820 -13.7622
24 H -33.8843 -19.5258 -14.2600
25 H -35.3169 -20.5632 -11.8626
26 H -35.7280 -19.1569 -12.8636
27 H -34.5137 -18.7857 -10.3201
28 H -33.8867 -17.8136 -11.7346
29 O -29.3793 -17.6591 -10.7882
30 C -29.7394 -16.6481 -10.2485
31 O -29.2260 -16.3337 -9.1440
32 C -29.7679 -15.1372 -8.5083
33 C -30.6467 -14.5232 -9.6214
34 C -30.8579 -15.6442 -10.6465
35 H -29.0514 -14.4579 -8.0467
36 H -30.4445 -15.3078 -7.6710
37 H -30.1432 -13.6690 -10.0741
38 H -31.5437 -14.0814 -9.1874
39 H -30.7410 -15.3098 -11.6774
40 H -31.8058 -16.1709 -10.7560
41 O -27.7134 -21.3233 -14.4182
42 C -27.0104 -22.1134 -15.1668
43 O -25.6676 -21.9282 -15.3252
44 C -25.1300 -23.0292 -15.9825
45 C -26.2732 -23.5272 -16.8487
46 C -27.4620 -23.3579 -15.9034
47 H -24.8648 -23.8637 -15.3334
48 H -24.1978 -22.8992 -16.5322
49 H -26.1168 -24.5871 -17.0492
50 H -26.3571 -22.9362 -17.7608
51 H -27.4920 -24.2288 -15.2486
52 H -28.4350 -23.2798 -16.3884
53 O -27.4872 -18.1160 -12.8562
54 C -26.6604 -17.1934 -12.9954
55 O -25.4486 -17.3117 -13.5180
56 C -24.8579 -16.0439 -13.6791
57 C -26.0648 -15.0374 -13.6600
58 C -26.8989 -15.7293 -12.5947
59 H -24.3789 -15.9494 -14.6536
60 H -24.1447 -15.8120 -12.8881
61 H -26.5930 -15.0198 -14.6133
62 H -25.7525 -13.9981 -13.5578
63 H -27.9852 -15.6980 -12.5105
64 H -26.4983 -15.6307 -11.5858
65 O -25.9388 -20.6417 -11.6815
66 C -24.7509 -20.6306 -11.9464
67 O -23.9704 -19.5384 -11.6921
68 C -22.6953 -19.5418 -12.3416
69 C -22.8979 -20.6635 -13.3522
70 C -23.8171 -21.6575 -12.6087
71 H -21.9025 -19.7278 -11.6170
72 H -22.6921 -18.5243 -12.7326
73 H -21.9528 -21.1399 -13.6126
74 H -23.4295 -20.3394 -14.2469
75 H -23.3402 -22.2363 -11.8177
76 H -24.3635 -22.3879 -13.2054
77 O -30.5095 -21.8997 -13.9331
78 C -30.9787 -22.0372 -15.0754
79 O -31.0187 -23.2617 -15.6377
80 C -31.5998 -23.2262 -16.9568
81 C -31.8053 -21.7378 -17.3046
82 C -31.4191 -20.9234 -16.0144
83 H -32.5641 -23.7269 -16.8699
84 H -30.9138 -23.7474 -17.6244
85 H -32.7668 -21.5145 -17.7669
86 H -31.1064 -21.5221 -18.1127
87 H -32.3264 -20.4641 -15.6220
88 H -30.5482 -20.2859 -16.1666
89 O -31.1944 -22.2763 -10.8396
90 C -32.1074 -23.0278 -10.9983
91 O -33.4293 -22.5975 -11.0199
92 C -34.3448 -23.6760 -11.1220
93 C -33.4540 -24.8196 -10.4967
94 C -32.0687 -24.5682 -11.0516
95 H -34.5296 -23.7802 -12.1911
96 H -35.3078 -23.4990 -10.6430
97 H -33.8831 -25.7579 -10.8482
98 H -33.4788 -24.8235 -9.4070
99 H -31.8872 -25.0038 -12.0342
100 H -31.3265 -25.0189 -10.3927
101 O -29.9614 -20.6178 -8.9720
102 C -30.5703 -20.2179 -7.9741
103 O -30.8748 -20.9922 -7.0080
104 C -31.1054 -20.2696 -5.7954
105 C -31.3462 -18.8064 -6.1955
106 C -30.8527 -18.8099 -7.6176
107 H -30.4282 -20.4622 -4.9633
108 H -32.1136 -20.5085 -5.4568
109 H -30.7690 -18.1011 -5.5976
110 H -32.4105 -18.6381 -6.0310
111 H -29.9220 -18.2502 -7.7111
112 H -31.6137 -18.4028 -8.2834
113 O -27.9515 -22.9715 -3.6986
114 C -28.3255 -23.4418 -4.7121
115 O -27.9768 -22.9674 -5.8975
116 C -28.6490 -23.6489 -6.9171
117 C -29.7765 -24.4626 -6.2632
118 C -29.2512 -24.6486 -4.9158
119 H -27.8861 -24.3130 -7.3233
120 H -29.0267 -22.9770 -7.6878
121 H -29.9116 -25.4007 -6.8016
122 H -30.7260 -23.9281 -6.2361
123 H -28.6419 -25.5523 -4.9041
124 H -30.0006 -24.6149 -4.1250
125 O -27.2991 -19.0321 -9.4798
126 C -26.7712 -19.0816 -8.3478
127 O -26.2413 -18.0502 -7.7288
128 C -25.7832 -18.3945 -6.4362
129 C -25.7108 -19.9023 -6.4149
130 C -26.6549 -20.3516 -7.5472
131 H -26.4978 -17.9751 -5.7280
132 H -24.8085 -18.0543 -6.0865
133 H -26.1867 -20.3195 -5.5274
134 H -24.7140 -20.3070 -6.5901
135 H -27.6431 -20.6241 -7.1766
136 H -26.2216 -21.1774 -8.1114

---

- Which of these has the lowest total charge?
  C43H62BrFN4NaO2PSSi